{"formula": "C76H208N14O24", "method": "ωB97M-V/def2-TZVPD", "elements": ["C", "O", "C", "C", "N", "C", "C", "O", "C", "H", "H", "H", "H", "H", "H", "H", "H", "H", "H", "H", "H", "H", "H", "H", "C", "O", "C", "C", "N", "C", "C", "O", "C", "H", "H", "H", "H", "H", "H", "H", "H", "H", "H", "H", "H", "H", "H", "H", "C", "O", "C", "C", "N", "C", "C", "O", "C", "H", "H", "H", "H", "H", "H", "H", "H", "H", "H", "H", "H", "H", "H", "H", "C", "C", "C", "O", "C", "N", "H", "H", "H", "H", "H", "H", "H", "H", "H", "H", "H", "C", "C", "C", "O", "C", "N", "H", "H", "H", "H", "H", "H", "H", "H", "H", "H", "H", "C", "C", "C", "O", "C", "N", "H", "H", "H", "H", "H", "H", "H", "H", "H", "H", "H", "C", "C", "C", "O", "C", "N", "H", "H", "H", "H", "H", "H", "H", "H", "H", "H", "H", "C", "C", "C", "O", "C", "N", "H", "H", "H", "H", "H", "H", "H", "H", "H", "H", "H", "C", "C", "C", "O", "C", "N", "H", "H", "H", "H", "H", "H", "H", "H", "H", "H", "H", "C", "C", "C", "O", "C", "N", "H", "H", "H", "H", "H", "H", "H", "H", "H", "H", "H", "C", "C", "C", "O", "C", "N", "H", "H", "H", "H", "H", "H", "H", "H", "H", "H", "H", "C", "C", "C", "O", "C", "N", "H", "H", "H", "H", "H", "H", "H", "H", "H", "H", "H", "C", "C", "C", "O", "C", "N", "H", "H", "H", "H", "H", "H", "H", "H", "H", "H", "H", "C", "C", "C", "O", "C", "N", "H", "H", "H", "H", "H", "H", "H", "H", "H", "H", "H", "C", "C", "O", "H", "H", "H", "H", "H", "H", "C", "C", "O", "H", "H", "H", "H", "H", "H", "C", "C", "O", "H", "H", "H", "H", "H", "H", "C", "C", "O", "H", "H", "H", "H", "H", "H", "C", "C", "O", "H", "H", "H", "H", "H", "H", "C", "C", "O", "H", "H", "H", "H", "H", "H", "C", "C", "O", "H", "H", "H", "H", "H", "H"], "xyz": [[-4.98230, 10.24988, 0.88963], [-4.21822, 9.09147, 0.49553], [-4.36820, 8.11589, 1.51618], [-3.78732, 6.75119, 0.94513], [-2.49737, 6.93591, 0.32871], [-2.22842, 5.84761, -0.59485], [-0.80564, 6.08088, -1.17397], [-0.79383, 7.19601, -2.01195], [0.49246, 7.63738, -2.51203], [-4.48432, 11.18464, 0.63208], [-5.22022, 10.31039, 1.95162], [-5.94786, 10.19407, 0.38697], [-5.41400, 7.96235, 1.78234], [-3.78184, 8.41985, 2.38329], [-4.49374, 6.38511, 0.20010], [-3.62427, 5.97271, 1.69044], [-2.45621, 7.84174, -0.11612], [-3.02878, 5.82480, -1.33445], [-2.34528, 4.88803, -0.09122], [-0.41613, 5.26536, -1.78331], [-0.10155, 6.11684, -0.34266], [0.82323, 6.79252, -3.11610], [1.32825, 7.74187, -1.82019], [0.47842, 8.60024, -3.02271], [-2.09058, -1.46116, 9.08786], [-1.14069, -2.46260, 8.94548], [-1.34745, -3.63560, 9.72668], [-2.65095, -4.36727, 9.28226], [-2.65705, -5.12498, 8.01218], [-2.24926, -4.24201, 6.88556], [-2.42591, -4.94379, 5.49584], [-2.16073, -4.07248, 4.40576], [-2.17393, -4.69950, 3.13745], [-2.17974, -1.20250, 10.14297], [-3.07519, -1.69307, 8.68186], [-1.80377, -0.54522, 8.57124], [-1.26078, -3.38935, 10.78496], [-0.50958, -4.32492, 9.62227], [-3.50567, -3.69715, 9.19007], [-3.02560, -4.94240, 10.12900], [-3.60765, -5.41872, 7.83848], [-1.20947, -3.93681, 7.00294], [-2.93223, -3.39399, 6.93576], [-3.48530, -5.19904, 5.52074], [-1.86372, -5.87151, 5.38919], [-1.81453, -4.02201, 2.36289], [-3.23482, -4.76387, 2.89564], [-1.68550, -5.67362, 3.16255], [1.88531, -2.90355, -3.94919], [3.10473, -2.45440, -3.32639], [2.83744, -2.19986, -1.90598], [4.08421, -1.51871, -1.28071], [4.03561, -1.25615, 0.21008], [2.78336, -0.63559, 0.62645], [2.78451, -0.27701, 2.14817], [3.78954, 0.65801, 2.36046], [3.96506, 1.03677, 3.74001], [2.22328, -3.45309, -4.82776], [1.17433, -2.10578, -4.16404], [1.27359, -3.56087, -3.33126], [2.53448, -3.07378, -1.32929], [2.00697, -1.50758, -1.76757], [4.27510, -0.56576, -1.77422], [5.00922, -2.06560, -1.46336], [4.78402, -0.62325, 0.45387], [1.99892, -1.38100, 0.49568], [2.53470, 0.28051, 0.09070], [2.88584, -1.16262, 2.77549], [1.75349, 0.03598, 2.31297], [3.15619, 1.45338, 4.34024], [4.64736, 1.88063, 3.63764], [4.43627, 0.23277, 4.30539], [3.56575, -2.14303, 6.01948], [2.61178, -1.79170, 7.18332], [2.26322, -0.28171, 7.10239], [1.27339, 0.08671, 8.03257], [0.77972, 1.39238, 7.77653], [1.41915, -2.60176, 7.05905], [3.85309, -3.18777, 6.13800], [4.55464, -1.69561, 6.11955], [3.24036, -2.07247, 4.98158], [3.13904, -1.91096, 8.12982], [2.00164, -0.09340, 6.06113], [3.13345, 0.33888, 7.31608], [-0.05663, 1.61557, 8.43895], [0.46778, 1.46228, 6.73446], [1.58152, 2.12774, 7.84344], [0.77938, -2.37926, 7.80826], [1.69192, -3.54807, 7.28307], [-1.76195, -3.73002, -4.03510], [-2.46679, -4.33536, -5.26199], [-3.44250, -5.49898, -4.99038], [-2.61089, -6.67787, -4.69853], [-3.35891, -7.82304, -4.36086], [-3.17667, -3.15403, -5.80904], [-1.14229, -2.89609, -4.36480], [-1.14127, -4.51234, -3.59826], [-2.34155, -3.39964, -3.17313], [-1.67011, -4.68151, -5.92046], [-3.92693, -5.73392, -5.93813], [-4.18659, -5.26936, -4.22768], [-3.96234, -7.67837, -3.46473], [-2.74833, -8.71731, -4.23605], [-4.02030, -8.08586, -5.18643], [-3.75760, -2.76772, -5.07871], [-2.46157, -2.44493, -5.88600], [0.86906, -5.49171, -7.61511], [1.83811, -4.86064, -8.66922], [2.97127, -3.93641, -8.13936], [2.52150, -2.70607, -7.51575], [3.54981, -1.78768, -7.04554], [2.25385, -5.92659, -9.58683], [1.28102, -6.45923, -7.32822], [-0.10222, -5.61119, -8.09516], [0.84662, -4.91449, -6.69078], [1.20045, -4.31707, -9.36638], [3.65945, -3.68655, -8.94687], [3.58497, -4.44962, -7.39903], [4.13242, -2.25191, -6.24983], [3.15141, -0.82088, -6.73784], [4.12771, -1.57098, -7.94397], [3.17587, -6.10154, -9.21351], [2.37707, -5.51479, -10.50080], [5.33960, -3.14086, 3.03158], [4.70802, -4.17094, 2.05387], [3.21032, -4.25033, 2.11880], [2.78216, -4.57952, 3.42850], [1.39816, -4.25691, 3.80438], [5.12134, -3.93676, 0.67820], [4.92535, -3.31287, 4.02501], [5.16694, -2.12158, 2.68610], [6.40037, -3.37121, 3.13070], [5.13853, -5.15279, 2.25067], [2.87318, -5.07768, 1.49435], [2.69576, -3.32474, 1.86071], [0.98516, -3.31630, 3.43996], [1.30305, -4.34291, 4.88681], [0.64559, -4.99423, 3.52493], [4.79068, -2.99558, 0.52027], [6.11494, -3.75583, 0.68888], [4.01424, 5.95518, -3.64129], [4.73999, 5.60447, -4.96540], [4.28755, 4.22120, -5.61514], [4.30415, 3.26374, -4.53586], [3.59544, 2.03629, -4.78330], [4.49453, 6.67211, -5.91218], [4.25849, 5.33833, -2.77647], [2.93363, 5.89693, -3.77154], [4.07421, 6.98803, -3.29818], [5.79396, 5.44851, -4.73534], [5.00378, 4.02348, -6.41266], [3.35130, 4.37504, -6.15169], [2.73679, 2.19238, -5.43635], [3.16882, 1.67233, -3.84862], [4.22791, 1.30988, -5.29359], [4.82075, 7.59474, -5.66234], [5.00007, 6.51744, -6.77276], [1.12698, 7.10257, 8.41320], [0.93495, 5.59862, 8.13015], [0.27264, 5.36414, 6.72244], [0.19201, 3.98970, 6.36718], [-0.15864, 3.81316, 5.01272], [2.27925, 4.98698, 8.13241], [0.23893, 7.73430, 8.39365], [1.75356, 7.54025, 7.63606], [1.62165, 7.32591, 9.35846], [0.39512, 5.15355, 8.96596], [0.76232, 5.96517, 5.95623], [-0.75333, 5.73220, 6.71900], [-0.16971, 2.75364, 4.75700], [0.29491, 4.43108, 4.23775], [-1.18470, 4.16119, 4.89362], [2.96801, 5.58435, 7.69782], [2.11244, 4.19369, 7.52994], [0.14015, 1.10063, -2.12898], [-0.75165, -0.13227, -2.41497], [-1.35756, -0.63523, -1.05029], [-0.38380, -0.77587, -0.01519], [-0.98361, -1.22277, 1.22268], [-1.79270, 0.14060, -3.44100], [0.71695, 1.38672, -3.00850], [0.90257, 0.89208, -1.37843], [-0.42781, 1.94407, -1.73637], [-0.11634, -0.91299, -2.83327], [-1.90008, -1.57752, -1.12695], [-2.10610, 0.09557, -0.74416], [-1.48741, -0.43210, 1.77868], [-0.22373, -1.60899, 1.90205], [-1.70589, -2.01648, 1.03176], [-1.40759, 0.02309, -4.36726], [-2.45909, -0.61808, -3.46188], [6.62627, 1.19445, -1.66905], [5.88618, 1.70216, -0.43261], [6.58181, 1.59063, 0.91413], [6.63382, 0.18048, 1.11734], [7.10387, -0.14653, 2.40744], [5.54390, 3.11829, -0.71803], [7.45879, 1.85075, -1.92259], [5.92202, 1.11565, -2.49724], [6.96776, 0.17392, -1.49586], [4.97256, 1.11766, -0.54112], [6.06799, 2.16927, 1.68176], [7.58793, 2.00369, 0.84200], [6.53690, 0.36373, 3.18607], [8.11323, 0.15633, 2.68599], [7.18250, -1.21701, 2.59715], [5.33874, 3.10395, -1.70687], [6.26535, 3.80353, -0.54466], [2.19786, 3.58484, -0.48026], [2.25598, 3.78530, 1.02026], [1.07022, 3.12552, 1.73130], [-0.17364, 3.71002, 1.37983], [-1.25768, 2.91225, 1.68499], [3.56549, 3.31003, 1.49606], [2.24159, 2.53673, -0.77634], [2.97072, 4.07528, -1.07209], [1.29964, 4.06017, -0.87440], [2.16905, 4.86137, 1.17071], [1.20612, 3.12795, 2.81280], [1.07651, 2.04828, 1.56515], [-1.69780, 2.53569, 0.76163], [-2.00744, 3.57739, 2.11342], [-1.06109, 2.10484, 2.39036], [3.52929, 2.30219, 1.55123], [4.16709, 3.42179, 0.69251], [-1.26565, -8.66412, 1.60119], [0.14612, -8.46824, 0.99277], [0.49718, -6.90614, 0.77791], [-0.34525, -6.23364, -0.14436], [0.12264, -4.92983, -0.54876], [1.06971, -9.12034, 1.88811], [-1.29008, -8.08241, 2.52267], [-1.58719, -9.68931, 1.78475], [-2.01969, -8.29841, 0.90421], [0.14222, -8.96796, 0.02409], [1.50799, -6.92195, 0.37033], [0.40276, -6.44232, 1.75978], [0.19524, -4.21806, 0.27355], [-0.54885, -4.40877, -1.23118], [1.13347, -4.98432, -0.95295], [0.99985, -10.12718, 1.84944], [0.89313, -8.91704, 2.86155], [-4.03247, -0.52649, 3.44729], [-3.70435, 0.12757, 4.74723], [-2.35943, 0.93068, 4.77413], [-1.26526, 0.28499, 4.13118], [-0.75872, -0.87553, 4.82485], [-4.84347, 0.99166, 5.04867], [-3.32709, -1.25762, 3.05235], [-4.09420, 0.24582, 2.68060], [-4.99770, -1.02917, 3.38598], [-3.56188, -0.62302, 5.52465], [-2.18205, 1.41257, 5.73559], [-2.59353, 1.77996, 4.13223], [0.11930, -1.29763, 4.33594], [-1.52653, -1.64774, 4.87228], [-0.51088, -0.68455, 5.86898], [-4.68679, 1.45054, 5.93466], [-5.69705, 0.51430, 5.30093], [-5.48662, -0.39016, -4.70056], [-5.61259, -1.02835, -3.32891], [-4.35246, -1.71397, -3.01731], [-6.42466, -0.00948, -5.10465], [-5.19785, -1.08920, -5.48544], [-4.73750, 0.38651, -4.54667], [-6.41503, -1.74663, -3.16076], [-5.77497, -0.23703, -2.59710], [-4.31299, -2.06411, -2.12431], [-2.69452, 2.86060, -8.53092], [-2.27817, 3.17161, -7.09994], [-2.92467, 2.26747, -6.29280], [-3.76405, 2.66166, -8.59890], [-2.16331, 1.98163, -8.89606], [-2.63423, 3.62742, -9.30322], [-2.60884, 4.17057, -6.81562], [-1.20351, 3.11897, -6.92544], [-2.75661, 2.59670, -5.40680], [-3.64709, -4.70618, -0.07916], [-4.67711, -3.78731, 0.42979], [-4.72865, -2.61399, -0.32505], [-2.67657, -4.24687, 0.10854], [-3.66800, -4.92067, -1.14764], [-3.75036, -5.61424, 0.51487], [-4.50813, -3.53137, 1.47575], [-5.66273, -4.25140, 0.39387], [-5.49786, -2.13443, -0.00891], [-0.58750, -0.71317, -8.29128], [-0.40650, -0.26594, -6.82057], [-1.71820, -0.35939, -6.19079], [-0.63903, -1.79437, -8.41954], [0.19197, -0.32126, -8.94469], [-1.52278, -0.30142, -8.67050], [0.02008, 0.72974, -6.69918], [0.21828, -1.00319, -6.31639], [-2.13810, 0.50027, -6.26997], [0.42328, 5.29932, -6.54243], [1.19752, 6.62057, -6.81996], [1.74843, 7.15842, -5.65867], [-0.22562, 5.04377, -7.38012], [-0.23363, 5.34431, -5.67379], [1.15141, 4.49792, -6.41715], [0.49904, 7.39951, -7.12571], [1.98976, 6.36516, -7.52368], [2.65779, 6.85234, -5.68981], [-6.13680, 0.53555, 0.56126], [-7.26141, -0.36803, 1.13941], [-7.14867, -1.59433, 0.52825], [-5.09658, 0.23179, 0.67857], [-6.11769, 1.52825, 1.01100], [-6.16588, 0.65379, -0.52192], [-8.22267, 0.11408, 0.96150], [-7.16430, -0.37079, 2.22507], [-7.93932, -2.09388, 0.74486], [-3.77766, 2.58111, -1.56559], [-3.91242, 3.18273, -3.01115], [-2.74014, 2.91723, -3.70046], [-4.42276, 3.11061, -0.86446], [-2.79383, 2.69969, -1.11157], [-3.93072, 1.50237, -1.59644], [-4.01322, 4.26345, -2.91122], [-4.81610, 2.75201, -3.44233], [-2.48879, 2.01635, -3.48404]], "forces_ev_per_a": [[-0.2, -0.2, -0.6], [-0.7, 0.8, 1.1], [1.4, -2.0, -0.8], [-0.2, 1.4, 0.2], [0.1, 0.1, 0.6], [0.9, 1.0, -0.4], [-0.1, -1.2, -0.2], [0.2, 2.4, 0.2], [-0.1, -1.7, 0.2], [0.2, -0.2, -0.3], [0.4, -0.3, 0.2], [-0.1, 0.2, -0.2], [-0.1, 0.1, 0.1], [-0.1, 0.0, 0.3], [-0.5, -0.2, -0.1], [-0.6, 0.1, 0.4], [0.1, -0.1, -0.4], [0.1, 0.0, -0.8], [0.6, 0.0, 0.3], [-0.4, -0.8, -0.1], [0.0, 0.5, 0.3], [0.2, 0.4, -0.8], [-0.4, 0.0, 1.1], [-0.8, -0.4, -0.3], [-0.4, 0.7, 0.5], [1.1, -0.6, -0.4], [-0.9, -0.3, -1.0], [-0.8, 0.3, 0.6], [1.6, 0.0, -0.1], [0.0, -0.8, -0.6], [-0.7, 0.5, 0.8], [1.0, 0.4, 0.9], [-1.4, 0.5, 0.4], [-0.3, 0.1, 0.2], [-0.1, -0.4, 0.1], [0.6, -0.2, -0.1], [-0.9, 0.2, 0.3], [0.2, 0.2, -0.7], [0.2, 1.0, 0.2], [0.5, -0.8, -0.1], [-0.1, -0.1, 0.1], [-0.2, 0.2, 0.1], [0.3, 0.6, -0.5], [-0.4, -0.4, -0.5], [0.3, 0.0, 0.2], [0.7, 0.0, 0.3], [-0.2, -0.9, -0.3], [0.1, 0.0, -0.3], [0.7, -0.2, 0.1], [-1.4, 0.0, 1.9], [1.1, 1.0, -0.1], [0.4, 0.4, 0.7], [-0.9, -0.2, -1.1], [0.4, -0.7, 1.5], [-0.7, -1.2, -1.9], [-0.6, 0.1, 1.5], [1.3, 0.6, -0.6], [-0.4, 0.2, -0.2], [0.4, 0.5, -0.4], [0.4, -0.4, 0.4], [0.3, -0.6, -0.3], [-0.2, 0.2, -0.5], [-0.4, 0.3, -0.4], [-0.2, -0.5, -0.1], [0.4, -0.1, 0.0], [-0.3, 0.3, -0.2], [-0.1, 0.2, -0.3], [0.5, -0.3, 0.1], [-0.1, 0.8, 0.4], [-0.9, -0.3, -0.6], [0.2, -0.1, 0.3], [0.0, -0.2, 0.0], [0.8, -0.8, 0.9], [0.4, 1.6, -1.0], [0.3, -0.7, 0.1], [-0.6, -0.2, -0.1], [0.4, -0.4, -0.6], [-0.2, -0.2, 0.3], [-0.3, -0.4, 0.0], [-0.1, 0.7, 0.0], [-0.5, 0.4, 0.3], [0.2, -0.3, 0.2], [-0.6, 0.3, -0.2], [0.5, -0.1, -0.1], [0.2, 0.0, 0.0], [-0.4, -0.1, -0.1], [0.0, 0.2, 0.5], [-0.4, 0.4, 0.1], [0.1, -0.4, -0.3], [0.9, -1.8, 0.7], [-0.8, 1.6, 1.6], [1.8, -0.8, -0.9], [-0.4, 0.9, 0.6], [-0.4, 0.0, -0.5], [-0.2, -0.8, -1.1], [0.1, 0.0, 0.0], [0.6, 0.0, 0.1], [-0.8, 0.2, -0.5], [-0.3, 0.0, -0.3], [-0.4, 0.2, 0.0], [0.1, -0.1, 0.3], [-0.1, 0.1, 0.2], [0.5, 0.4, 0.2], [-0.4, 0.1, -0.1], [-0.3, -0.2, 0.3], [0.0, 0.4, -0.5], [1.5, 0.5, -0.2], [-2.2, 0.7, -0.1], [0.2, 0.6, 0.6], [-0.7, 0.0, 0.2], [-0.4, -1.3, -1.5], [1.1, 0.3, 1.0], [-0.2, -0.2, -0.1], [0.0, -0.1, 0.4], [-0.4, 0.3, -0.1], [-0.1, 1.0, 0.6], [0.0, 0.1, -0.4], [0.1, -0.5, 0.2], [0.2, 0.1, 0.0], [-0.6, -0.4, 0.2], [0.7, 0.1, 0.2], [0.6, -1.1, -0.6], [0.3, -0.1, -0.2], [-0.6, -1.2, 0.0], [1.4, 0.1, 0.4], [-1.2, -0.6, 0.4], [-1.5, 0.5, 1.5], [0.8, -1.1, 0.0], [-0.2, 0.5, -0.2], [-0.1, 0.3, 0.0], [0.0, 0.0, 0.1], [0.2, 0.3, -0.2], [-0.3, -0.2, 0.7], [0.0, 0.2, -0.7], [0.2, 0.3, -0.6], [0.6, 0.4, 0.0], [0.6, 0.7, 0.1], [0.3, -0.5, -0.9], [-0.5, 0.4, -0.6], [0.5, -0.5, 0.0], [-0.9, -0.3, -0.1], [-0.2, -0.8, 1.1], [0.6, 1.4, 1.5], [-0.6, 0.1, -1.1], [-0.1, 0.8, -0.4], [0.1, 0.1, -1.1], [0.2, -0.2, -0.3], [-0.2, -0.5, -0.2], [0.8, 0.3, -0.4], [0.3, 0.2, 0.0], [0.4, -0.5, 0.1], [-0.6, -0.4, 0.6], [-0.1, 0.3, -0.2], [0.5, -0.1, 0.1], [0.2, -0.2, 0.3], [0.0, 0.0, 0.8], [-0.1, -0.4, -0.4], [-0.2, 0.3, -0.5], [0.9, 0.9, -0.8], [-1.0, 0.4, 1.1], [1.4, 0.3, 0.0], [-1.7, 0.2, -0.1], [-0.9, -0.4, 0.2], [-0.4, -0.4, 0.0], [0.2, -0.1, -0.2], [0.0, -0.5, 0.1], [-0.4, -0.2, -0.3], [0.6, -0.1, -0.1], [-0.3, 0.3, 0.3], [0.4, 0.0, 0.1], [1.2, -0.1, 0.4], [-0.6, -0.2, 0.1], [-0.1, 0.1, -0.2], [0.8, -0.5, -0.1], [-0.1, -0.5, -0.1], [0.4, 0.0, 0.8], [-0.1, 0.5, -0.5], [-0.2, -0.2, 0.4], [0.2, 0.3, -0.6], [0.1, 0.4, 1.2], [-0.3, 0.2, -0.3], [-0.2, -0.4, 0.1], [-0.2, 0.1, -0.2], [0.3, -0.3, 0.4], [0.0, -0.3, -0.5], [-0.2, 0.3, 0.1], [-0.1, 0.3, -0.3], [0.3, 0.0, -0.3], [-0.1, -0.2, -0.1], [0.5, 0.3, -0.2], [-0.6, -0.2, 0.5], [0.6, -0.8, 0.6], [0.2, 1.5, -1.4], [-0.2, -0.9, -1.4], [0.6, 0.2, 1.1], [0.5, 0.0, 1.0], [-0.7, -0.5, 0.1], [0.1, -0.1, -0.1], [0.0, 0.3, -0.1], [0.3, -0.1, -0.1], [-0.4, 0.3, 1.2], [-0.4, -0.4, 0.2], [0.3, 0.0, -0.1], [-0.6, -0.3, 0.0], [0.6, 0.6, -0.9], [-0.8, 0.0, -0.5], [-0.1, 0.7, -0.2], [0.4, -0.3, 0.0], [-0.9, 0.4, -0.9], [0.1, 0.1, -0.5], [0.6, -0.4, 0.2], [1.8, 0.4, -0.1], [-1.3, 0.2, 0.0], [-0.7, 0.3, 0.4], [-0.2, -0.2, 0.1], [0.5, 0.1, 0.6], [-0.4, -0.4, -0.1], [0.1, 0.2, 0.4], [0.2, 0.6, 0.3], [-0.1, -0.3, -0.8], [0.0, -0.5, -0.1], [-0.3, -0.1, 0.3], [0.2, -0.1, 0.0], [-0.2, -0.3, 0.3], [0.5, 0.4, -0.1], [-0.2, 0.9, -1.0], [-1.9, 0.6, 0.2], [-0.2, -1.7, -0.2], [-0.5, 0.4, -0.4], [0.3, -0.4, 0.8], [1.5, 0.1, 0.0], [-0.3, -0.1, 0.2], [0.6, -0.2, 0.2], [-0.2, 0.5, 0.1], [0.4, 0.1, -0.1], [0.3, 0.3, 0.4], [0.4, 0.2, 0.2], [0.0, -0.1, 0.7], [-0.2, -0.8, -0.3], [0.0, -0.2, -0.3], [0.0, 0.0, -0.4], [-0.1, 0.5, 0.1], [0.4, -0.2, -1.7], [0.4, -0.8, 1.2], [-1.5, 0.3, -1.9], [0.2, -0.2, 1.0], [-0.8, 0.0, 0.3], [0.2, 1.1, 0.9], [0.3, 0.0, 0.4], [0.1, 0.2, -0.1], [-0.2, 0.0, 0.6], [-0.2, -0.5, 0.2], [0.5, -0.6, 0.5], [0.2, 0.3, -0.3], [-0.1, 0.4, -0.2], [0.0, -0.2, -0.3], [0.2, 0.4, 0.1], [0.5, 0.6, 0.1], [-0.1, -0.8, -0.6], [0.0, -0.5, 0.2], [0.8, -0.8, 0.9], [-0.3, 0.8, -1.3], [-0.1, 0.4, 0.5], [0.5, -0.1, 0.2], [0.0, 0.2, -0.7], [-0.2, -0.1, -0.5], [0.0, 0.2, 0.1], [-0.6, -0.1, 0.6], [-0.2, -0.1, -0.7], [-0.1, 1.1, -1.5], [-0.5, -1.5, 0.4], [-0.1, -0.4, 0.6], [-0.1, -0.1, -0.1], [0.8, 0.4, 0.3], [0.1, 0.4, -0.1], [0.2, 0.1, -0.4], [-0.3, -0.1, 1.2], [1.0, -0.3, 0.2], [-1.2, 0.1, 0.1], [0.6, 0.7, -0.6], [0.3, -0.3, 0.1], [-0.4, 0.0, 0.0], [0.4, -0.3, -0.3], [0.2, -0.1, 0.3], [-0.2, -0.3, 0.0], [-0.4, 0.4, -0.1], [0.2, 0.7, 0.1], [-1.3, -1.3, -0.6], [1.3, -0.3, -0.1], [0.1, 0.0, 0.3], [0.2, -0.1, 0.1], [-0.1, 0.0, 0.1], [0.0, 0.1, -0.1], [0.2, 0.2, 0.1], [-0.6, 0.6, -0.2], [0.2, 0.5, -0.4], [-1.6, -0.7, 0.6], [0.1, 0.0, 0.6], [0.2, 0.0, -0.2], [0.2, 0.2, 0.2], [-0.1, -0.2, 0.2], [0.0, -0.2, -0.9], [-0.1, 0.5, -0.5], [0.8, 0.2, 0.3], [0.1, 0.3, -0.1], [1.4, 2.8, 0.1], [-0.4, -1.4, -0.2], [-0.1, -0.8, 0.6], [-0.5, 0.1, 0.0], [-0.7, 0.1, -0.1], [-0.2, 0.0, -0.4], [0.2, -0.5, 0.2], [0.0, -0.4, -0.2], [-0.1, 0.5, -0.4], [0.0, -0.1, 2.6], [0.4, 0.6, -1.0], [-0.5, -0.4, 0.0], [0.3, 0.3, -0.5], [-0.4, 0.0, 0.1], [-0.1, 0.0, -0.3], [0.0, 0.0, -0.4], [0.6, -1.2, 0.1]], "homo_lumo_gap_ev": 8.36, "spin_multiplicity": 1, "largest_force_ev_per_a": 3.18, "e_above_lowest_kcal_mol": 49.3, "homo_energy_ev": -8.2}